The following is a DFT calculation (the ωB97M-V functional and the def2-TZVPD basis) of a molecular structure, C36H30Cl4MnN6O9S2.

**Energy relative to the best compared isomer or geometry (same formula, charge and spin)**: 0.0 kJ/mol
**M**: 951.55 Da
**LUMO (alpha / beta)**: 3.80 / 3.80 eV
**E_tot**: -6183.934806 Eh
**2S+1**: 2
**Frontier orbital gap (alpha / beta)**: 0.208 / 0.203 hartree
**Total charge**: -2

Atoms and positions in Å:
Mn: 0.29 -0.73 0.26
O: 0.99 0.11 4.17
C: 0.88 0.03 2.95
O: 0.23 -0.83 2.28
C: 1.54 1.11 2.10
C: 2.46 2.00 2.70
C: 3.06 2.94 1.93
C: 2.71 3.04 0.56
C: 3.28 4.02 -0.29
C: 2.88 4.10 -1.60
C: 1.89 3.23 -2.10
C: 1.33 2.28 -1.29
C: 1.76 2.14 0.05
N: 1.22 1.15 0.83
H: 2.65 1.87 3.75
H: 3.79 3.63 2.34
H: 4.03 4.69 0.11
H: 3.33 4.84 -2.25
H: 1.58 3.31 -3.13
H: 0.55 1.62 -1.64
Cl: 3.18 0.31 -5.82
C: 2.96 -0.10 -4.15
C: 4.04 -0.33 -3.32
Cl: 5.65 -0.23 -3.96
C: 3.84 -0.66 -1.97
Cl: 5.19 -0.90 -0.91
C: 2.56 -0.76 -1.41
O: 2.32 -1.01 -0.17
C: 1.44 -0.52 -2.28
O: 0.25 -0.53 -1.74
C: 1.66 -0.19 -3.61
Cl: 0.26 0.20 -4.58
C: -2.93 3.67 1.39
C: -3.01 4.17 -0.07
C: -1.72 3.63 -0.71
O: -1.27 2.60 0.15
C: -1.54 3.04 1.46
H: -3.69 2.90 1.57
H: -3.08 4.46 2.12
H: -3.05 5.26 -0.13
H: -3.90 3.78 -0.57
H: -0.96 4.42 -0.78
H: -1.87 3.21 -1.70
H: -0.79 3.79 1.77
H: -1.47 2.18 2.13
N: -4.95 -3.15 -5.33
C: -4.66 -3.39 -3.97
C: -4.92 -2.42 -3.01
C: -4.64 -2.66 -1.68
C: -4.10 -3.88 -1.29
C: -3.86 -4.86 -2.23
C: -4.14 -4.62 -3.57
S: -3.63 -4.09 0.41
O: -4.67 -3.48 1.20
O: -3.42 -5.52 0.58
N: -2.32 -3.22 0.57
C: -1.12 -3.67 0.17
S: -0.76 -5.35 -0.27
C: 0.89 -4.91 -0.57
C: 1.07 -3.60 -0.31
N: -0.04 -2.90 0.09
H: -4.95 -2.17 -5.56
H: -4.34 -3.66 -5.96
H: -5.33 -1.46 -3.31
H: -4.83 -1.91 -0.93
H: -3.44 -5.81 -1.91
H: -3.94 -5.39 -4.31
H: 1.62 -5.63 -0.89
H: 2.00 -3.07 -0.37
O: -2.71 2.90 -4.66
C: -3.54 1.76 -4.51
N: -3.24 1.11 -3.28
C: -4.12 1.07 -2.23
O: -5.28 1.44 -2.34
C: -3.59 0.53 -0.95
C: -4.40 0.48 0.18
C: -3.87 -0.03 1.35
C: -2.54 -0.44 1.37
N: -1.75 -0.36 0.30
C: -2.28 0.09 -0.83
H: -2.32 2.89 -5.54
H: -3.38 1.07 -5.35
H: -4.59 2.05 -4.48
H: -2.27 0.88 -3.12
H: -5.43 0.81 0.11
H: -4.47 -0.14 2.24
H: -2.07 -0.84 2.26
H: -1.59 0.06 -1.66


The following is a DFT calculation (the ωB97M-V functional and the def2-TZVPD basis) of 2 unconnected molecules or ions with the total composition CH3BrO2P in a non-equilibrium geometry.

**Energy relative to the best compared isomer or geometry (same formula, charge and spin)**: 50.4 kJ/mol
**M**: 157.91 Da
**LUMO**: 3.18 eV
**E_tot**: -3105.895619 Eh
**Frontier orbital gap**: 0.270 hartree
**Total charge**: -1

Atoms and positions in Å:
C: 0.00 0.20 0.05
O: 0.56 2.68 1.26
O: 0.31 2.66 -1.30
P: 0.49 1.97 -0.02
Br: 3.66 -0.26 -0.03
H: 0.02 -0.21 -0.95
H: 0.71 -0.32 0.69
H: -1.01 0.13 0.48


The following is a DFT calculation (the ωB97M-V functional and the def2-TZVPD basis) of C18H19N5O4 in the gas phase in a non-equilibrium geometry.

**Energy relative to the best compared isomer or geometry (same formula, charge and spin)**: 181.8 kJ/mol
**M**: 369.38 Da
**LUMO**: 0.57 eV
**E_tot**: -1272.064170 Eh
**Frontier orbital gap**: 0.344 hartree

Atoms and positions in Å:
C: -4.20 -1.96 0.83
C: -3.30 -1.71 -0.36
O: -1.94 -1.83 0.07
C: -1.01 -1.57 -0.85
O: -1.25 -1.23 -1.98
C: 0.33 -1.78 -0.29
C: 0.72 -2.07 1.00
C: 2.12 -2.19 0.97
C: 2.49 -1.98 -0.34
C: 3.85 -1.86 -0.95
N: 4.25 -0.46 -0.89
C: 4.68 0.07 0.28
O: 5.16 -0.57 1.19
C: 4.47 1.60 0.35
N: 3.12 1.86 -0.03
N: 2.78 2.12 -1.27
N: 1.49 2.12 -1.32
C: 1.06 1.82 -0.08
C: -0.34 1.70 0.28
C: -0.71 1.33 1.57
C: -2.05 1.23 1.89
C: -3.01 1.49 0.93
C: -2.66 1.84 -0.37
C: -3.69 2.11 -1.41
C: -1.31 1.94 -0.68
N: 2.09 1.65 0.75
O: 1.41 -1.72 -1.09
H: -3.99 -1.24 1.61
H: -5.24 -1.87 0.53
H: -4.04 -2.96 1.23
H: -3.45 -0.72 -0.78
H: -3.48 -2.45 -1.16
H: 0.07 -2.17 1.84
H: 2.78 -2.40 1.78
H: 4.57 -2.44 -0.37
H: 3.84 -2.18 -1.99
H: 3.82 0.15 -1.57
H: 5.14 2.12 -0.34
H: 4.64 1.93 1.38
H: 0.06 1.13 2.30
H: -2.34 0.95 2.89
H: -4.06 1.42 1.19
H: -3.49 1.52 -2.31
H: -4.69 1.88 -1.05
H: -3.67 3.16 -1.70
H: -1.00 2.21 -1.68